Computed, not measured: C9H14BBr2N4S2Zn as an isolated structure at a distorted geometry, with the ωB97M-V functional and the def2-TZVPD basis.

Computed properties:
E_HOMO: -11.33 eV
Orbital gap: 7.1666 eV
LUMO level: -0.1531 Eh

```
! RIJCOSX wB97M-V def2-TZVPD def2/J DEFGRID3
* xyz 1 1
H 3.3414 0.6426 0.2304
H -2.3321 -2.6138 2.3251
H 1.9363 5.2086 -0.1116
N 0.5159 -1.9579 -0.6163
H 3.5883 0.7706 -1.4182
H 3.1294 -1.9836 -2.7043
C 2.3133 -1.8236 -1.9442
B -0.7050 -2.6029 0.0210
C -3.1978 -0.6167 1.8720
S -1.7250 0.2355 -1.6189
H -1.0411 -3.6394 -0.7296
H -3.1830 2.1371 1.7111
Zn 0.1147 1.2003 -0.6001
N 2.4513 -0.9207 -0.8075
C 3.5921 0.0502 -0.6152
S 0.9124 0.0915 1.2444
C -2.5702 -1.7854 1.6033
H 0.7144 -3.2952 -2.2539
Br 3.5964 3.5219 0.7778
H -3.1410 2.0968 -0.1678
H 1.1499 4.0881 1.0185
C 1.8897 4.1944 0.2222
C 1.1660 -2.4459 -1.7326
N -3.0233 0.2422 0.8115
H -4.6275 1.6007 0.8549
N -1.8238 -1.6036 0.4332
C -2.1676 -0.4016 -0.0827
C 1.2606 -0.9493 -0.0576
H 4.5833 -0.4255 -0.4435
C -3.5170 1.6274 0.7725
H -3.9271 -0.4266 2.5987
Br 1.2292 3.2084 -1.5047
H -0.5032 -3.4248 0.9122
*
```